1.
Molecular formula: C5H4Cl2NO3
Method: DFT, wB97M-V/def2-TZVPD

ΔE to the lowest compared entry with this formula, charge and spin (kJ/mol): 22.0
LUMO energy (eV): 3.3
Molecular weight (g mol⁻¹): 197.0
Net charge: -1
Structure (SMILES): O=C1O[C@]1(Cl)CC/C([O-])=N/Cl

```
15
Properties=species:S:1:pos:R:3:mulliken_charge:R:1
H -1.9260 1.1324 0.5039 0.21
C -0.9567 0.3868 0.3650 -0.44
C 0.1379 -1.8746 -0.4413 0.61
C 1.1650 1.9895 0.7005 0.24
C 0.1754 1.2694 -0.1582 0.86
N 1.1485 -1.1899 -0.0459 -0.39
H -0.7861 0.1124 1.4902 0.27
O 2.1956 1.9959 1.2234 -0.50
Cl 0.4698 1.3090 -1.8242 -0.19
C -1.1827 -0.8813 -0.3817 -0.75
Cl 2.8067 -1.8120 0.0108 -0.27
H -1.4193 -0.6617 -1.4179 0.27
O 0.0032 -3.0534 -0.7314 -0.76
H -1.9567 -1.4497 0.2323 0.28
O 0.1253 2.7270 0.4746 -0.44
```

2.
Molecular formula: C24H54N6O22Zr
Method: DFT, wB97M-V/def2-TZVPD

ΔE to the lowest compared entry with this formula, charge and spin (kJ/mol): 451.7
LUMO energy (eV): -8.8
Molecular weight (g mol⁻¹): 869.9
Net charge: +2

```
107
Properties=species:S:1:pos:R:3:mulliken_charge:R:1
H 12.9687 -12.6922 -8.7211 -0.59
H 17.2291 -15.0371 -10.9592 -0.14
H 15.3366 -18.9712 -7.4927 -0.05
H 12.2030 -21.1483 -4.1135 0.41
H 12.7247 -16.1514 -7.9912 -0.08
H 9.3556 -16.4108 -3.0417 0.11
H 8.8520 -16.9607 -10.3828 0.36
H 13.4734 -14.7720 -13.2023 0.46
C 17.3607 -15.5819 -11.8941 -0.56
H 12.6535 -9.6948 -5.6249 0.35
C 13.0024 -16.3665 -6.9593 0.35
C 13.4103 -19.4456 -4.7919 1.79
C 16.0132 -15.7918 -12.6275 0.55
C 10.1733 -16.1210 -2.3818 -0.45
O 14.4910 -16.9319 -3.9734 -0.21
H 17.6455 -16.5994 -11.6264 0.20
C 20.4142 -14.6976 -8.0923 -1.38
C 13.6255 -15.4718 -12.3806 -0.92
C 14.7617 -18.0005 -3.3739 0.72
H 21.1311 -15.0510 -7.3512 0.40
C 16.3456 -19.1422 -7.8679 -0.67
C 8.7786 -12.8458 -6.0153 -0.49
H 14.4299 -9.8092 -5.4613 0.33
H 10.7409 -15.2818 -2.7839 0.13
O 10.4129 -14.8879 -9.2679 -0.42
C 19.0786 -14.3116 -7.4332 -0.03
N 16.8969 -17.9458 -8.6170 1.00
H 16.2528 -18.9779 -2.3833 0.40
O 14.3084 -19.2823 -3.6638 -0.27
H 13.9337 -19.1464 -5.7000 -0.56
H 16.3541 -20.0133 -8.5231 0.35
H 8.5010 -19.1654 -6.7734 0.44
O 12.6805 -14.7058 -5.0123 -0.80
H 11.7379 -15.5546 -11.3509 0.45
H 8.3917 -17.4949 -6.3722 0.19
C 8.5718 -18.4758 -5.9322 -0.62
H 20.9611 -13.8420 -8.4884 0.38
H 15.2844 -12.4761 -8.8453 0.26
N 12.4208 -19.3782 -11.5516 0.97
C 12.7626 -15.2484 -11.1403 0.20
C 13.4247 -18.9915 -10.5067 -0.24
C 12.0279 -12.3491 -8.2906 1.72
H 13.5326 -21.6885 -4.9787 0.40
C 11.1589 -11.8392 -9.4251 -1.45
Zr 14.8994 -14.7699 -5.0774 1.67
H 11.6036 -16.4260 -5.3204 0.03
H 10.5063 -17.3412 -9.8081 0.16
H 20.2519 -15.4674 -8.8468 0.32
H 8.9939 -17.6207 -8.8025 0.13
H 14.0037 -19.8889 -10.2887 0.35
O 14.9981 -15.4411 -11.8841 -0.05
C 13.4248 -11.4780 -6.4545 0.73
O 8.6157 -13.1705 -3.6448 -0.53
H 12.5639 -18.7675 -4.6824 -0.56
H 9.5939 -18.5658 -5.5643 0.14
N 7.5085 -18.7164 -4.8964 0.94
O 12.4791 -20.5282 -11.9627 -0.55
H 11.5570 -13.2015 -7.8011 -0.41
O 14.1251 -12.5369 -6.4038 -0.32
H 15.1452 -18.1386 -1.2890 0.32
O 8.9264 -14.9014 -4.9567 -0.32
H 13.1036 -16.0059 -10.4346 -0.31
N 9.5197 -15.6489 -8.9183 0.91
O 12.3257 -11.3230 -7.2983 -0.33
C 12.8281 -20.8570 -4.9575 -1.64
H 16.3375 -17.1492 -2.1251 0.34
O 11.9047 -17.4661 -1.5436 -0.58
H 12.8508 -18.5585 -9.6874 0.03
C 13.4875 -10.3497 -5.3727 -1.13
O 11.5855 -18.5443 -11.9022 -0.55
H 18.0363 -15.2539 -12.6841 0.43
C 16.7470 -13.7770 -8.0540 0.61
H 12.1253 -20.9560 -5.7848 0.40
H 12.8793 -14.3013 -10.6134 -0.03
H 11.7569 -11.1040 -9.9637 0.48
H 11.2711 -15.0697 -6.3894 -0.52
O 18.0710 -13.9134 -8.3625 -0.21
H 17.0040 -19.3509 -7.0246 0.34
O 8.5365 -15.3163 -8.2078 -0.51
H 9.4637 -13.2672 -6.7510 -0.04
O 16.2483 -13.9807 -6.9379 -0.49
H 13.4148 -10.7739 -4.3713 0.30
C 15.7196 -18.0431 -2.2104 -1.23
H 9.8139 -15.9132 -1.3739 0.33
H 18.5970 -15.1864 -6.9963 0.19
C 15.9193 -13.2742 -9.2298 -0.69
H 15.2168 -14.0272 -9.5870 -0.06
C 12.0683 -15.6249 -5.8952 0.83
H 14.0382 -18.2017 -10.9403 0.00
O 14.4188 -16.1369 -6.7860 -0.35
O 15.9670 -16.3216 -13.7310 -0.61
O 16.5852 -17.8213 -9.8016 -0.48
H 13.4272 -16.5021 -12.6761 0.31
N 8.8416 -13.6728 -4.7417 0.71
O 17.7354 -17.2178 -8.0622 -0.55
H 19.2889 -13.5373 -6.6954 0.31
H 11.0559 -12.5766 -10.2212 0.30
N 11.0129 -17.3776 -2.3619 0.98
O 6.9040 -19.8177 -4.8984 -0.53
O 7.0729 -17.8217 -4.1691 -0.52
H 12.8708 -17.4485 -6.9692 0.19
C 9.5166 -16.9874 -9.5193 -0.63
H 9.0717 -11.8391 -5.7177 0.31
H 16.5293 -12.8229 -10.0123 0.50
O 10.6816 -18.2886 -3.1272 -0.51
H 10.2419 -11.4175 -9.0137 0.33
H 7.7300 -12.8907 -6.3095 0.33
```

It is found that the E_HOMO values, taken in the order of the records, are -4.3 -13.8 eV.